38
Properties=species:S:1:pos:R:3:forces:R:3 method="wB97M-V/def2-TZVPD" gap_ev=9.32 total_energy_ev=-37715.923 relative_energy_kj_mol=184.10
H -2.889259 0.933001 -4.674630 0.1 -0.1 -0.1
C -4.106266 1.582835 -2.928858 0.3 -0.2 -0.4
C -3.147526 -1.260398 1.240241 0.3 -0.1 0.3
O -4.264660 -1.291894 1.697066 -0.4 0.1 0.2
H -1.793778 0.093328 2.180622 0.0 0.0 0.0
C -3.807973 -1.624232 -1.105891 0.0 0.1 -0.1
C 5.653609 2.164125 0.866906 0.1 0.3 -0.1
H -0.444896 -2.440374 1.218462 0.0 0.1 0.0
H 5.337802 2.886650 -1.146057 0.0 0.0 -0.1
H 6.043997 4.078088 -0.050502 0.0 0.1 0.0
H 5.638512 2.571011 1.881138 0.1 0.0 0.0
C -1.854260 -0.981378 1.989448 0.0 0.0 0.1
H -5.021974 1.113761 -0.945365 -0.1 0.0 0.2
N 4.984232 -0.155817 0.456381 1.4 0.5 -0.1
H -1.827847 -1.502212 2.944224 -0.1 0.0 0.0
H -4.394251 2.594514 -3.126921 0.0 0.2 -0.1
C 4.681811 1.048529 0.778890 -0.8 0.2 0.3
C -1.425546 -1.306773 -0.355289 0.1 0.1 -0.2
N 1.643076 -1.099389 0.769329 -0.1 -0.3 -0.1
H -1.080599 -2.075057 -1.053311 0.0 0.1 0.0
N 3.955061 -0.994723 0.428571 -1.3 -1.1 -0.1
N -2.823917 -1.487578 -0.054866 0.2 -0.3 -0.3
H -3.565757 -2.499150 -1.718514 -0.1 0.0 0.1
C 2.837592 -0.424970 0.734131 0.3 1.0 0.2
O -3.190459 -0.431504 -3.151768 0.2 -0.5 0.0
H 4.327610 3.676661 0.069655 -0.1 0.1 -0.1
C 0.460417 -0.489931 1.087110 -0.1 -0.7 -0.1
C -4.435615 0.810570 -1.788024 0.2 -0.6 0.0
C -0.745069 -1.407279 1.025974 -0.2 0.3 0.1
H 1.692690 -2.082782 0.543342 -0.1 0.1 0.1
H 6.646731 1.759710 0.667076 -0.1 0.0 0.1
H -4.767861 -1.772476 -0.604586 0.1 0.0 -0.1
C -3.858910 -0.410831 -1.975568 -0.6 0.4 0.5
C 5.318023 3.273331 -0.129960 0.1 -0.1 0.1
O 0.402810 0.686886 1.355656 -0.2 0.3 0.1
S 2.961532 1.274265 1.099915 0.8 -0.5 -0.2
C -3.351415 0.775717 -3.720457 -0.3 0.8 0.0
H -1.247304 -0.320312 -0.805951 0.0 -0.1 0.0


31
Properties=species:S:1:pos:R:3:forces:R:3 method="wB97M-V/def2-TZVPD" gap_ev="2.36 / 6.93" spin_multiplicity=2 total_energy_ev=-16823.310 total_charge=-1 relative_energy_kj_mol=58.04
C 0.272030 3.378089 2.114941 0.6 -1.0 -1.3
H -0.363455 5.485108 1.629986 -0.3 -0.6 -0.3
H 0.956237 -2.930767 0.331765 0.1 0.0 -0.3
H 2.616997 -3.017571 -1.423847 0.2 0.0 0.0
O 0.273874 -0.807664 2.049721 0.1 -0.5 -0.7
H 0.336754 -1.209631 1.158854 0.1 0.1 0.1
H 0.419593 0.808121 4.254645 -0.3 -1.0 -0.5
C 0.273654 1.174579 3.245467 0.2 2.2 -0.6
C 0.461403 2.650346 0.919190 -0.8 1.4 0.2
H 0.109490 5.095240 3.247517 0.3 0.3 -0.1
C 0.337155 4.867733 2.200511 0.2 0.9 0.7
C 1.579868 -2.911177 -1.710846 -0.1 -0.3 -0.8
C -0.143657 -2.607095 -3.322556 -1.2 0.4 -0.4
H 0.347518 3.022673 4.246432 -0.4 0.2 -0.6
C 0.294822 0.535764 2.000123 -0.4 -0.5 1.8
C 1.202088 -2.964762 -3.069287 0.6 0.1 2.0
C -0.750530 -2.706546 -0.998081 -1.2 0.7 0.1
C 0.248732 2.585484 3.237921 0.2 -0.6 1.5
C 0.355781 1.290992 0.834955 1.2 -0.9 -0.1
H -1.550929 -2.731670 -0.242808 0.6 0.2 -0.1
H -0.574890 -2.702327 -4.307523 0.2 0.3 -0.5
H -2.847147 -2.544540 -3.573798 0.1 -0.3 0.2
C -1.089096 -2.395163 -2.306909 0.4 -1.0 -0.6
H -2.349137 -0.972147 -3.226784 -0.1 0.3 0.4
H 1.311738 5.322133 1.946104 -0.1 -0.5 0.2
H 1.994742 -3.036991 -3.778516 0.1 -0.1 -0.7
H -3.233941 -1.914833 -1.982086 0.2 0.1 0.3
C 0.642841 -2.789946 -0.709324 0.4 -0.2 1.4
H 0.652708 0.744397 -0.060173 -0.5 0.2 -0.2
H 0.670854 3.227705 0.036610 0.0 0.0 -0.5
C -2.456095 -1.945544 -2.742198 -0.2 -0.1 -0.8


31
Properties=species:S:1:pos:R:3:forces:R:3 method="wB97M-V/def2-TZVPD" gap_ev=8.76 total_energy_ev=-16823.002 relative_energy_kj_mol=215.48
C -1.380835 1.483983 1.073217 0.2 1.3 0.2
H -1.762023 1.930649 4.297754 0.2 -1.0 -0.4
H 3.336873 -2.853874 -3.350258 -0.3 -0.4 0.2
H -0.762990 0.537112 3.949596 2.3 -1.3 1.5
C -0.092434 2.868284 2.633234 0.8 -1.1 -3.3
C 1.021306 -1.473610 -2.761428 1.0 -2.0 2.4
H 0.321726 2.931210 3.606656 0.1 0.6 0.8
C 1.711872 -2.421703 -1.933449 -0.9 -1.4 -2.2
H 2.823233 -4.272666 -2.176033 0.3 1.9 -0.9
H 1.767408 -3.700024 -0.220421 0.7 -1.1 0.5
H 1.503946 -1.145129 -3.670622 -0.3 0.1 0.0
H -2.230019 0.859644 0.910575 0.0 -0.7 -0.1
C 1.193973 -3.029601 -0.784434 -0.6 3.7 -0.6
C -0.036371 3.389798 0.227489 -0.5 -2.6 1.7
H 0.951207 4.519818 1.633683 0.8 0.0 0.6
H -2.353076 0.392827 3.574931 0.1 0.8 -0.9
H 3.660638 -2.789840 -1.611918 0.5 -0.4 -0.4
C 2.935784 -3.134027 -2.365224 1.4 -0.8 0.5
H -0.714827 -0.225240 -2.769349 -0.3 -0.5 0.1
C -0.959771 1.790116 2.347876 -0.7 0.9 1.2
O -1.815529 -0.970179 -0.523571 -0.1 0.2 -0.7
H 0.285567 3.969775 -0.612349 0.2 0.2 -0.2
H -0.140486 -2.624224 0.756828 -0.9 -0.3 1.5
C -0.874265 2.257133 0.058328 1.7 1.1 -2.8
C 0.447868 3.576820 1.517425 -1.7 1.2 0.8
C -1.511392 1.117336 3.565224 -2.1 1.3 0.6
H -1.841286 -1.012109 0.432499 0.2 -0.2 0.2
C 0.133136 -2.368534 -0.215453 -1.1 0.5 -2.2
C -0.632810 -1.462783 -1.011170 0.8 -0.7 1.0
C -0.200147 -1.052847 -2.275941 -0.3 1.1 0.4
H -0.857146 2.001326 -1.017167 -1.3 -0.3 0.6


31
Properties=species:S:1:pos:R:3:forces:R:3 method="wB97M-V/def2-TZVPD" gap_ev=9.26 total_energy_ev=-16824.685 relative_energy_kj_mol=53.13
H 1.074994 0.134506 1.634775 0.3 -0.4 0.2
C 3.708730 1.127565 -0.956361 -0.6 -0.5 -0.2
C 1.643972 0.044169 -0.404220 0.9 -1.1 -0.1
C -3.022204 -1.051311 1.261194 0.4 -1.0 0.0
C 2.491112 -0.058894 -2.786696 -0.4 -0.8 -0.2
C 1.882405 0.341369 0.941324 -1.0 0.3 -0.1
C -1.733936 0.508548 -0.629222 -0.7 0.8 -0.8
H -3.831171 -2.136818 -0.359651 -0.2 0.2 -0.3
H -0.579671 1.913488 -1.213217 0.1 0.0 0.0
C 2.626316 0.302015 -1.336361 0.9 1.2 -0.4
H -1.038596 1.672894 1.042330 0.2 -0.1 -0.1
C -3.230156 -1.272123 -0.104857 0.2 -0.1 0.6
C -2.107801 -0.091681 1.648766 -0.4 0.8 -0.1
H 3.333194 -0.590266 -3.241745 0.3 0.3 0.4
C -2.574511 -0.509627 -1.049741 0.0 -0.7 0.1
H 2.304617 0.820828 -3.400515 -0.1 0.0 0.0
C -3.670303 -1.961348 2.273329 -0.4 0.5 0.6
C -1.594889 0.803308 0.707383 0.5 -0.5 0.7
H 3.245367 1.092068 2.400144 -0.2 0.6 -0.1
O -1.187346 1.285032 -1.617331 0.2 0.0 0.1
H -4.516186 -2.491697 1.848317 0.0 -0.2 -0.2
H -2.997602 -2.672961 2.756502 0.1 0.0 -0.3
H 4.575072 2.301118 0.575753 0.5 -0.4 0.3
H -4.097232 -1.370620 3.093575 0.1 0.0 -0.1
H 4.372300 1.464606 -1.742224 0.2 0.1 0.1
C 2.999134 1.042748 1.343364 0.3 -0.5 -0.2
C 3.883686 1.497309 0.356665 -0.3 0.6 0.1
H 0.866477 -0.633526 -0.739077 -0.5 0.4 0.4
H -2.654506 -0.767140 -2.095467 0.0 0.2 -0.1
H -1.847115 0.030594 2.697114 -0.2 0.1 -0.1
H 1.675847 -0.774154 -2.903850 -0.3 0.3 -0.1


31
Properties=species:S:1:pos:R:3:forces:R:3 method="wB97M-V/def2-TZVPD" gap_ev=8.91 total_energy_ev=-16823.695 relative_energy_kj_mol=148.62
H -0.256210 5.217639 1.314063 0.8 0.4 -0.1
H 0.214796 -3.024519 0.638074 -0.4 -0.7 -0.1
H -0.079076 2.869293 4.161913 0.7 0.2 -0.5
H -0.432443 5.029488 3.021388 -0.5 -0.5 0.0
C 0.448260 2.687247 0.768421 0.6 -0.7 0.3
H 2.207648 -3.326460 -0.574505 0.2 0.0 0.1
H 0.504226 0.559764 3.992516 -0.1 -0.4 -0.3
H 1.175374 5.137682 2.602530 -0.6 0.0 -1.3
H -3.139578 -1.749917 -2.656682 0.0 -0.3 -0.1
H 2.308619 -2.567359 -2.965159 0.7 0.4 -0.6
H -2.001516 -2.891384 -0.472471 0.1 1.0 -0.1
C 0.304525 2.489392 3.201330 -1.0 -0.2 -1.6
O 0.566137 -0.817700 1.890387 0.5 -0.7 0.2
C 0.503393 1.287232 0.659403 0.9 -0.7 -0.1
H -2.160876 -1.167725 -3.958216 0.4 -0.4 0.2
C 1.339229 -2.986808 -1.111926 0.1 2.0 -0.5
C 0.296407 3.269010 1.988852 0.0 0.2 2.7
H 0.506519 0.732553 -0.285355 0.1 0.5 0.1
C 0.487392 1.136523 3.076274 0.7 0.5 0.3
C 1.413191 -2.436274 -2.411666 -1.8 -2.6 1.0
C 0.147848 -2.854565 -0.434909 -0.3 -0.7 1.3
H 0.722446 3.337991 -0.032303 -0.6 0.2 -0.9
C 0.175231 -2.238543 -3.016818 0.9 1.5 0.5
C 0.205624 4.744315 2.181684 0.4 0.7 0.9
C 0.665269 0.537890 1.808077 -2.0 0.0 0.6
C -1.063888 -2.233349 -2.344888 0.2 -0.1 -1.4
H 0.557160 -1.332971 1.074518 0.1 0.8 -0.3
C -2.257006 -2.009109 -3.254325 -0.8 -0.1 0.5
C -1.103956 -2.554771 -0.999731 0.9 -0.8 -0.5
H -2.467476 -2.936833 -3.826017 0.0 0.6 0.2
H 0.212740 -1.907729 -4.034464 -0.3 0.0 -0.6


31
Properties=species:S:1:pos:R:3:forces:R:3 method="wB97M-V/def2-TZVPD" gap_ev=9.20 total_energy_ev=-16822.998 relative_energy_kj_mol=215.89
C -0.455632 0.041244 0.632290 0.2 0.3 0.8
C 0.119932 -1.038399 -2.489147 1.8 0.9 -0.1
H 2.925436 1.428715 -1.817169 3.7 2.7 0.7
H -1.191947 1.881655 3.347362 -0.2 0.8 0.7
H -0.954661 -0.351684 5.349121 -0.5 0.0 -0.1
H 0.026749 0.074579 -0.329548 -0.2 0.5 0.0
C -1.421162 -1.306607 2.352105 1.1 -2.1 -1.1
C 2.406227 -0.677350 -1.812468 1.5 0.4 -0.6
O 1.540650 -2.859981 -1.871639 -0.4 -3.9 -0.9
C -1.760132 -0.697467 4.675162 2.0 0.5 -0.4
H 3.443717 -1.137000 -1.846443 -1.3 0.7 0.8
H -1.802473 -1.788128 4.784234 -0.1 0.4 -0.3
C 2.239014 0.740094 -1.967186 -3.5 -5.1 -0.7
H 1.505056 3.247348 -2.177362 1.5 0.7 0.3
H -1.842343 -2.301325 2.637140 0.5 0.9 0.0
H 0.975910 -3.480758 -2.463447 1.2 2.1 1.5
H -0.975199 2.093805 0.876972 0.8 0.9 0.1
C -0.764446 1.188891 1.406313 -0.2 -1.6 -0.7
H 0.816765 3.070430 -3.770269 -0.2 -0.5 -0.2
C -1.081618 1.027037 2.736927 -0.7 -1.3 0.3
C -0.717949 -1.225933 1.117771 -0.8 0.9 -0.3
C 0.820044 2.691150 -2.756538 -1.3 -0.7 2.4
H -0.584279 -1.725035 -2.875272 -1.1 -0.6 0.0
C -0.006011 0.343462 -2.710333 -1.4 -2.1 0.3
C 1.349681 -1.567574 -2.025031 -1.2 3.0 -1.2
H -2.666791 -0.270382 4.957218 -1.6 0.7 0.9
H -0.083037 2.984379 -2.159496 0.1 -0.1 -1.2
C 1.024722 1.196488 -2.418855 -0.3 2.2 -1.3
C -1.415645 -0.259940 3.253586 0.2 -0.6 -0.6
H -1.021215 0.669291 -2.998754 0.9 0.2 -0.2
H -0.449355 -1.991020 0.362768 -0.6 -0.2 1.2